1.
This record from OMol25 describes the molecule C3H6ClF at a distorted geometry. The level of theory is wB97M-V/def2-TZVPD.

Calculated values
- HOMO energy: -10.82 eV
- Energy relative to the best compared isomer or geometry (same formula, charge and spin): 36.72 kcal per mole

Atoms and positions in Å:
C  -0.254241  -1.312526  -0.308049
C  0.296536  0.010488  0.290898
C  -0.125633  1.374910  -0.258354
F  -0.032486  -0.063602  1.546900
Cl  2.176273  -0.076359  0.233327
H  -1.291862  -1.482922  0.207080
H  0.374689  -2.153714  0.246654
H  -0.478551  -1.320171  -1.352559
H  0.722212  1.966560  0.520760
H  -1.255468  1.663542  0.266255
H  -0.131465  1.393797  -1.392910

Cartesian forces (eV/Å) of the 3 atoms listed first:
-0.827 -1.033 3.593
-0.006 -1.308 -3.057
-0.403 1.084 3.729

=====

2.
This record from OMol25 describes a structure of composition C44H38CaNO4P2S4SbSe4 at a distorted geometry. The level of theory is wB97M-V/def2-TZVPD.

Calculated values
- HOMO energy (alpha / beta): -2.17 / -2.23 eV
- Energy relative to the best compared isomer or geometry (same formula, charge and spin): 291.69 kcal per mole
- Net charge: -2

Atoms and positions in Å:
Ca  0.476389  -0.345615  -2.854668
C  -4.760810  -2.013272  4.568301
O  -3.695131  -1.463842  3.831506
C  -3.640930  -1.766283  2.492517
C  -4.558448  -2.594335  1.851108
C  -4.388870  -2.821688  0.487581
C  -3.331651  -2.293739  -0.227914
C  -3.113712  -2.753391  -1.632307
C  -4.130200  -2.387761  -2.694391
O  -2.136792  -3.413813  -1.915048
C  -2.389190  -1.457091  0.418178
O  -1.374659  -0.969168  -0.214902
C  -2.594883  -1.191316  1.785577
H  -4.670002  -1.614117  5.576421
H  -4.702582  -3.105927  4.609796
H  -5.731330  -1.725216  4.152898
H  -5.373175  -3.061594  2.385523
H  -5.093568  -3.470310  -0.026612
H  -4.597893  -3.290680  -3.096608
H  -3.572888  -1.955946  -3.522668
H  -4.898706  -1.697773  -2.356185
H  -1.909234  -0.546748  2.317741
C  0.145111  1.140896  1.061755
N  1.585346  1.385213  1.202107
C  2.405949  1.038018  0.057178
P  1.771786  -0.577742  -0.822473
C  1.562254  -1.474287  0.925907
C  0.642162  -2.475976  1.234761
C  0.703232  -3.205178  2.422788
C  1.700927  -2.961047  3.351727
C  2.651984  -1.993891  3.055971
C  2.588080  -1.288855  1.863362
C  3.490735  -1.461527  -0.879682
C  3.615629  -2.839183  -0.677664
C  4.853673  -3.469962  -0.694791
C  6.015823  -2.735044  -0.888189
C  5.919586  -1.365259  -1.068776
C  4.671764  -0.745250  -1.080050
C  2.109312  1.740443  2.418574
C  3.432638  2.203863  2.538611
C  3.941044  2.588860  3.769793
C  3.157465  2.538364  4.916629
C  1.851751  2.076394  4.808173
C  1.329524  1.675981  3.587991
P  -0.415432  1.001407  -0.724030
C  -2.202045  1.559375  -0.497706
C  -2.477818  2.684195  0.281899
C  -3.768603  3.186014  0.382067
C  -4.796280  2.628426  -0.364888
C  -4.535095  1.520174  -1.156130
C  -3.264279  0.965792  -1.167150
C  -0.004158  2.838526  -1.246119
C  -0.777044  3.417428  -2.257694
C  -0.595245  4.718474  -2.698201
C  0.372405  5.520455  -2.108445
C  1.097291  5.011847  -1.045899
C  0.907720  3.698220  -0.617477
H  -0.405565  1.945340  1.544100
H  -0.147921  0.214397  1.548847
H  3.441134  0.878056  0.324645
H  2.434210  1.863028  -0.647633
H  -0.164196  -2.727454  0.565647
H  -0.045067  -3.969558  2.596426
H  1.750859  -3.526670  4.274836
H  3.460937  -1.783561  3.746027
H  3.400377  -0.604908  1.667165
H  2.734147  -3.439231  -0.501743
H  4.894090  -4.544561  -0.569594
H  6.981943  -3.225422  -0.905113
H  6.807134  -0.766261  -1.232731
H  4.635722  0.313815  -1.279028
H  4.063396  2.280839  1.663885
H  4.961850  2.948444  3.824706
H  3.555499  2.850227  5.874552
H  1.221703  2.020241  5.688265
H  0.317359  1.300023  3.540149
H  -1.684275  3.221431  0.784631
H  -3.952877  4.046684  1.016930
H  -5.787248  3.070153  -0.364696
H  -5.295090  1.118748  -1.810123
H  -3.089159  0.069516  -1.737810
H  -1.589517  2.861791  -2.696326
H  -1.249291  5.087314  -3.477944
H  0.542026  6.533854  -2.455677
H  1.820085  5.632578  -0.527548
H  1.466674  3.384251  0.245609
O  4.516464  -3.929758  -4.911741
C  3.717207  -3.173448  -4.420280
S  3.894545  -1.418580  -4.423247
C  2.482391  -1.004948  -3.452646
C  1.719204  -2.098883  -3.090448
S  0.584518  -2.210454  -1.748475
S  2.209547  -3.681773  -3.660100
S  2.431727  0.671690  -2.938410
Se  -2.517532  1.432978  -7.487861
Sb  -3.010140  1.299481  -5.110383
Se  -5.340163  0.528556  -4.943614
Se  -3.998071  3.506146  -4.599467
Se  -1.267597  0.420311  -3.733557

Cartesian forces (eV/Å) of the 3 atoms listed first:
-2.188 2.015 -0.471
0.064 0.044 -0.021
-0.073 0.000 0.053

=====

3.
This record from OMol25 describes a cluster of 2 separate species, C3H3O2S in total at a distorted geometry. The level of theory is wB97M-V/def2-TZVPD.

Calculated values
- HOMO energy: -3.90 eV
- Energy relative to the best compared isomer or geometry (same formula, charge and spin): 47.47 kcal per mole
- Net charge: -1

Atoms and positions in Å:
C  0.034737  0.455955  -0.032829
C  -2.731711  -0.183170  -0.846123
C  1.452003  -0.189149  0.078737
O  -0.248534  1.369718  0.731478
O  -0.664610  -0.074496  -0.935132
S  -3.166018  -0.341895  0.647163
H  1.645272  -0.812431  -0.791127
H  2.212133  0.584250  0.172145
H  1.466730  -0.808778  0.975688

Cartesian forces (eV/Å) of the 3 atoms listed first:
1.198 -0.531 -0.097
-0.156 0.046 -0.325
-0.391 0.214 0.002

=====

4.
This record from OMol25 describes the molecule C23H22N4O6. The level of theory is wB97M-V/def2-TZVPD.

Calculated values
- HOMO energy: -9.25 eV
- Energy relative to the best compared isomer or geometry (same formula, charge and spin): 0.00 kcal per mole

Atoms and positions in Å:
O  4.228073  -1.185553  1.795601
C  3.084962  -1.008542  1.473558
C  2.580336  0.239152  0.748175
N  1.168924  0.435488  0.920882
C  0.267066  0.005894  0.018635
O  0.571063  -0.359833  -1.112690
C  -1.109462  0.058357  0.527847
N  -1.328079  0.347295  1.847191
C  -2.619665  0.318664  2.019400
N  -3.265824  0.024299  0.874632
C  -2.327997  -0.155244  -0.099627
C  -2.803563  -0.463933  -1.466566
O  -4.002914  -0.458218  -1.704676
N  -1.843306  -0.772071  -2.349605
C  -2.135518  -0.942693  -3.744816
C  -1.654738  0.228626  -4.593861
O  -1.505872  0.178481  -5.785594
O  -1.426960  1.300212  -3.842436
C  -0.941605  2.473477  -4.492819
C  -0.067441  3.257764  -3.553897
C  -0.039240  4.644452  -3.628333
C  0.777640  5.373754  -2.782850
C  1.565146  4.724554  -1.847152
C  1.537122  3.343070  -1.766851
C  0.730924  2.610539  -2.620109
O  2.081640  -1.852264  1.682004
C  2.337439  -3.059435  2.394532
C  1.379264  -3.215482  3.547519
C  0.193591  -2.496326  3.600602
C  -0.676954  -2.668237  4.663207
C  -0.375811  -3.563412  5.674242
C  0.804678  -4.286426  5.622323
C  1.679958  -4.111513  4.566089
H  2.767234  0.100406  -0.323030
H  3.147768  1.103436  1.102016
H  0.806060  0.624886  1.846434
H  -3.111848  0.503810  2.953096
H  -4.255986  -0.055935  0.691213
H  -0.864553  -0.679921  -2.059682
H  -3.224320  -1.015915  -3.854074
H  -1.680129  -1.858128  -4.133602
H  -1.799505  3.073703  -4.816830
H  -0.382213  2.170026  -5.388806
H  -0.657392  5.153921  -4.353560
H  0.795021  6.451448  -2.851207
H  2.198255  5.294609  -1.183388
H  2.148722  2.830088  -1.039533
H  0.713609  1.533715  -2.554857
H  2.210746  -3.888627  1.687050
H  3.375740  -3.053505  2.745822
H  -0.048153  -1.798200  2.813747
H  -1.594027  -2.098790  4.696090
H  -1.056836  -3.698261  6.501286
H  1.046101  -4.985697  6.408923
H  2.602825  -4.671964  4.528337

Cartesian forces (eV/Å) of the 3 atoms listed first:
-0.002 0.030 -0.052
0.285 0.427 -0.122
0.060 -0.164 -0.112

=====

5.
This record from OMol25 describes a cluster of 3 separate species, C14H27BrIO7P in total. The level of theory is wB97M-V/def2-TZVPD.

Calculated values
- HOMO energy: -9.26 eV

Atoms and positions in Å:
C  1.445565  -1.896488  2.420352
C  0.131197  -1.532865  1.701757
C  0.444813  -0.603527  0.522559
C  -0.667271  -2.751692  1.187709
C  -0.767303  -3.946654  2.135492
C  -2.084147  -2.350313  0.789900
O  -2.799858  -1.881912  1.968774
P  -4.069251  -0.967461  1.802961
Br  -2.821702  0.957591  1.299995
I  -5.665454  -2.880134  2.393243
H  2.287406  -1.383509  1.954702
H  1.425060  -1.586765  3.464022
H  1.675417  -2.958413  2.383380
H  -0.500634  -0.981701  2.400928
H  -0.449447  -0.254268  0.012973
H  1.061314  -1.156432  -0.192184
H  1.028063  0.259053  0.846138
H  -0.201841  -3.065065  0.246041
H  -1.501699  -3.759429  2.919169
H  -1.091879  -4.830872  1.586536
H  0.178182  -4.195144  2.608725
H  -2.096514  -1.584539  0.014559
H  -2.625653  -3.227048  0.427646
H  -4.577051  -0.266509  2.878394
H  -4.692759  -0.854206  0.571128
C  -0.181480  -0.100278  -4.735356
C  0.537344  -0.471694  -3.467728
C  2.007010  -0.110132  -3.401427
O  2.542563  -1.143742  -2.559302
C  1.733728  -2.224499  -2.655803
O  1.979645  -3.297014  -2.204184
O  0.604234  -1.909834  -3.324819
H  -0.278038  0.982335  -4.797148
H  0.361730  -0.463200  -5.609135
H  -1.179439  -0.536209  -4.747692
H  0.016640  -0.080473  -2.590791
H  2.201641  0.863116  -2.960168
H  2.484930  -0.185723  -4.381499
C  0.505662  5.588918  1.685993
C  0.849257  4.227699  1.145712
C  2.234375  4.069021  0.549594
O  2.024165  3.051106  -0.438951
C  0.721675  3.088665  -0.807701
O  0.264850  2.479365  -1.721517
O  0.025735  3.908541  0.004173
H  1.088927  5.788901  2.585039
H  0.715875  6.363444  0.947776
H  -0.551099  5.638344  1.943110
H  0.669798  3.452249  1.896039
H  2.991491  3.738580  1.254863
H  2.564251  4.980807  0.046013

Cartesian forces (eV/Å) of the 3 atoms listed first:
0.023 0.096 -0.096
0.080 0.117 -0.129
0.121 -0.330 0.002

=====

6.
This record from OMol25 describes a structure of composition C3H4N2O3 at a distorted geometry. The level of theory is wB97M-V/def2-TZVPD.

Calculated values
- HOMO energy: -9.78 eV
- Energy relative to the best compared isomer or geometry (same formula, charge and spin): 210.81 kcal per mole

Atoms and positions in Å:
C  -0.847512  0.685589  0.557644
C  1.579872  0.288554  -0.070499
C  -0.676581  -0.024747  -1.645805
H  -0.231040  -2.259340  2.099888
H  -1.243182  1.790771  0.717223
H  1.782464  1.366313  0.783637
H  -1.898402  -0.208828  -1.485072
N  -0.898754  -0.336185  1.482901
N  0.157524  0.477345  -0.406239
O  0.171879  -1.229795  1.442897
O  2.190084  -0.741468  -0.781892
O  -0.086353  0.191790  -2.694682

Cartesian forces (eV/Å) of the 3 atoms listed first:
2.264 -2.062 4.351
-0.320 -3.657 -4.308
2.800 2.464 -1.572